13
Properties=species:S:1:pos:R:3 method="wB97M-V/def2-TZVPD" spin_multiplicity=1 e_tot_ha=-344.36279 lumo_energy_ev=0.06 de_lowest_kcal_mol=150.1 homo_lumo_gap_ev=7.04 total_charge=0
C 0.72 0.79 1.11
O 1.00 -0.65 1.20
C 0.43 -1.19 0.17
C -1.33 -0.80 -1.17
O -1.33 -0.17 0.35
C -0.30 0.77 -0.02
C 0.13 -0.30 -1.00
H 1.65 1.32 0.88
H 0.33 1.07 2.09
H 0.32 -2.27 0.18
H -1.87 0.00 -1.72
H -0.68 1.73 -0.36
H 0.90 -0.21 -1.78

72
Properties=species:S:1:pos:R:3 method="wB97M-V/def2-TZVPD" spin_multiplicity=5 e_tot_ha=-3894.73484 lumo_energy_ev="-0.96 / -0.83" de_lowest_kcal_mol=0.0 homo_lumo_gap_ev="7.66 / 7.79" total_charge=0
Mn -0.07 1.67 2.96
S -3.69 1.56 5.69
C -2.85 3.05 5.95
C -1.67 3.19 5.26
C -1.49 2.14 4.32
C -2.55 1.26 4.33
C -2.64 0.23 3.37
C -3.75 -0.54 3.09
C -3.71 -1.46 2.09
C -2.48 -1.69 1.40
C -1.42 -0.90 1.69
N -1.44 -0.04 2.75
H -3.08 3.61 6.82
H -1.07 4.05 5.36
H -4.66 -0.36 3.69
H -4.62 -2.01 1.79
H -2.41 -2.43 0.63
H -0.47 -0.99 1.17
O 0.70 1.22 -2.78
C 1.92 1.38 -2.23
O 2.95 1.50 -2.85
C 1.82 1.22 -0.77
C 2.94 0.80 -0.02
N 2.52 0.84 1.25
N 1.27 1.34 1.41
C 0.82 1.56 0.13
C -0.64 2.03 0.04
O -1.24 1.82 -1.03
O -0.99 2.57 1.10
H -0.11 1.45 -2.11
H 3.91 0.43 -0.44
H 3.15 0.60 2.00
F 4.05 1.93 7.50
C 3.09 2.13 6.58
C 3.41 2.79 5.40
C 2.51 2.71 4.39
C 1.28 1.96 4.50
C 1.04 1.37 5.70
C 1.92 1.47 6.81
H 4.39 3.25 5.30
H 2.73 3.21 3.39
H 0.11 0.83 5.83
H 1.75 1.00 7.82
C -3.02 -2.80 -4.19
C -2.63 -1.33 -3.93
C -1.98 -1.19 -2.51
N -0.59 -1.59 -2.45
C -0.19 -2.86 -2.22
S -1.20 -4.00 -1.64
N 1.22 -3.02 -2.36
C 2.18 -2.27 -3.02
O 3.27 -2.09 -2.49
C 1.87 -1.75 -4.39
C 2.77 -0.76 -4.86
C 2.73 -0.30 -6.16
C 1.67 -0.76 -7.00
C 0.82 -1.69 -6.55
C 0.90 -2.21 -5.24
H -2.58 -3.46 -3.41
H -2.63 -3.22 -5.14
H -4.12 -2.92 -4.23
H -3.56 -0.76 -3.85
H -2.02 -0.86 -4.71
H -2.58 -1.76 -1.85
H -2.02 -0.18 -2.20
H 0.14 -0.86 -2.34
H 1.62 -3.77 -1.80
H 3.50 -0.34 -4.12
H 3.47 0.37 -6.57
H 1.56 -0.33 -7.96
H 0.01 -2.08 -7.15
H 0.16 -2.98 -4.92

18
Properties=species:S:1:pos:R:3 method="wB97M-V/def2-TZVPD" spin_multiplicity=1 e_tot_ha=-721.32051 lumo_energy_ev="-0.92 / -1.00" homo_lumo_gap_ev="6.31 / 7.04" total_charge=0
C 1.56 0.89 0.63
C 2.82 0.07 0.61
C 0.20 0.66 0.40
C 2.91 -1.25 0.70
C -0.77 -0.38 0.41
C -0.82 -1.78 0.04
C -2.87 -1.01 0.42
C -4.21 -0.90 0.06
C -0.05 -2.75 -0.55
O 2.95 -2.40 0.76
O -4.96 0.10 0.11
O 0.60 -3.68 -0.91
O -2.04 -0.01 0.56
O -2.23 -2.19 0.05
H 1.79 1.86 0.81
H 3.79 0.74 0.58
H -0.32 1.63 0.53
H -4.71 -1.92 0.03

2
Properties=species:S:1:pos:R:3 method="wB97M-V/def2-TZVPD" spin_multiplicity=1 e_tot_ha=-796.32010 lumo_energy_ev=-2.63 de_lowest_kcal_mol=0.5 homo_lumo_gap_ev=5.75 total_charge=0
S 0.00 0.00 0.96
S 0.00 0.00 -0.96

156
Properties=species:S:1:pos:R:3 method="wB97M-V/def2-TZVPD" spin_multiplicity=1 smiles=C1CCOC1.C1CCOC1.C1CCOC1.C1CCOC1.C1CCOC1.C1CCOC1.C1CCOC1.C1CCOC1.C1CCOC1.C1CCOC1.C1CCOC1.C1CCOC1 e_tot_ha=-2789.11089 lumo_energy_ev=0.65 de_lowest_kcal_mol=65.3 homo_lumo_gap_ev=9.74 total_charge=0
C -0.75 -5.25 -0.03
C -2.12 -5.80 0.41
C -2.99 -4.58 0.18
O -2.14 -3.43 0.20
C -0.83 -3.86 0.47
H -0.66 -5.27 -1.13
H 0.09 -5.79 0.43
H -2.20 -6.05 1.47
H -2.33 -6.68 -0.18
H -3.84 -4.44 0.82
H -3.46 -4.63 -0.83
H -0.68 -3.80 1.61
H -0.17 -3.15 0.00
C -3.59 5.68 -1.06
C -2.59 5.12 -0.03
C -1.78 4.20 -0.90
O -1.56 4.94 -2.09
C -2.76 5.62 -2.43
H -3.95 6.67 -0.70
H -4.49 5.06 -1.21
H -3.11 4.55 0.78
H -1.95 5.89 0.34
H -2.25 3.22 -1.19
H -0.76 3.93 -0.60
H -3.30 5.00 -3.14
H -2.48 6.59 -2.81
C 1.26 3.76 2.45
C 0.15 4.81 2.56
C -0.98 3.95 3.19
O -0.30 2.99 4.02
C 1.04 2.81 3.55
H 2.20 4.26 2.51
H 1.13 3.29 1.46
H -0.13 5.23 1.61
H 0.43 5.67 3.18
H -1.42 3.44 2.33
H -1.65 4.53 3.82
H 1.26 1.74 3.28
H 1.77 3.07 4.36
C 2.62 3.91 -2.77
C 2.16 2.97 -3.88
C 1.09 3.82 -4.50
O 1.54 5.14 -4.47
C 2.28 5.36 -3.30
H 3.67 3.84 -2.45
H 2.04 3.65 -1.85
H 1.82 1.97 -3.66
H 2.96 2.83 -4.61
H 0.23 3.61 -3.85
H 0.81 3.55 -5.54
H 1.72 6.03 -2.57
H 3.23 5.75 -3.59
C -3.19 -1.82 -2.77
C -3.60 -0.87 -3.97
C -3.75 0.52 -3.37
O -3.87 0.36 -1.96
C -3.03 -0.77 -1.62
H -2.33 -2.50 -2.92
H -4.07 -2.42 -2.57
H -4.52 -1.20 -4.48
H -2.73 -0.90 -4.65
H -4.50 1.19 -3.77
H -2.80 1.04 -3.54
H -3.25 -1.08 -0.56
H -2.00 -0.40 -1.52
C 2.05 -1.89 4.31
C 2.11 -3.31 3.75
C 2.87 -3.20 2.38
O 3.05 -1.81 2.20
C 3.12 -1.19 3.45
H 2.30 -1.85 5.36
H 1.05 -1.45 4.15
H 1.15 -3.82 3.61
H 2.62 -4.08 4.35
H 2.27 -3.61 1.55
H 3.75 -3.77 2.49
H 2.89 -0.14 3.34
H 4.14 -1.30 3.83
C 5.96 -0.22 -0.29
C 4.69 0.64 -0.71
C 4.18 -0.04 -1.97
O 5.35 -0.82 -2.47
C 5.97 -1.35 -1.31
H 5.87 -0.50 0.78
H 6.80 0.48 -0.41
H 4.83 1.77 -0.79
H 3.90 0.48 0.06
H 3.85 0.55 -2.87
H 3.37 -0.70 -1.78
H 6.98 -1.73 -1.52
H 5.35 -2.14 -0.91
C 3.25 -3.71 -2.77
C 3.92 -4.95 -2.15
C 3.00 -5.22 -0.94
O 1.74 -4.62 -1.23
C 2.09 -3.38 -1.92
H 2.93 -3.90 -3.79
H 3.91 -2.80 -2.96
H 4.96 -4.69 -1.83
H 4.06 -5.77 -2.86
H 3.40 -4.72 -0.04
H 2.83 -6.26 -0.68
H 2.42 -2.62 -1.20
H 1.18 -2.93 -2.39
C 1.72 -1.68 -6.19
C 0.39 -1.91 -5.38
C 0.35 -0.81 -4.34
O 1.73 -0.64 -4.00
C 2.51 -0.93 -5.18
H 1.60 -1.10 -7.10
H 2.12 -2.62 -6.47
H 0.32 -2.87 -4.87
H -0.42 -1.81 -6.12
H -0.10 -1.20 -3.42
H -0.10 0.13 -4.69
H 3.36 -1.43 -4.83
H 2.95 0.02 -5.45
C -2.11 0.01 7.39
C -1.89 -1.55 7.48
C -2.10 -1.88 6.00
O -1.75 -0.72 5.27
C -1.40 0.36 6.14
H -1.62 0.57 8.21
H -3.15 0.27 7.34
H -2.62 -2.02 8.15
H -0.85 -1.76 7.82
H -3.14 -2.19 5.71
H -1.40 -2.68 5.80
H -1.76 1.31 5.73
H -0.34 0.40 6.23
C -5.35 0.36 3.04
C -6.08 1.25 1.94
C -4.87 1.84 1.21
O -3.73 1.75 2.08
C -4.07 1.16 3.32
H -4.99 -0.64 2.65
H -5.87 0.16 3.93
H -6.58 1.99 2.55
H -6.69 0.69 1.29
H -5.03 2.91 1.00
H -4.59 1.33 0.28
H -4.23 1.88 4.10
H -3.21 0.52 3.56
C 0.90 -0.38 -0.13
C -0.18 -0.22 0.98
C -0.71 1.20 0.76
O 0.27 1.86 0.03
C 0.78 0.94 -0.91
H 0.73 -1.21 -0.86
H 1.86 -0.61 0.35
H 0.27 -0.24 1.97
H -0.99 -0.94 0.92
H -0.82 1.67 1.74
H -1.70 1.19 0.30
H 1.70 1.16 -1.38
H 0.06 0.80 -1.70